Entry from OMol25: a single C2H7BrOP2 molecule (the ωB97M-V functional and the def2-TZVPD basis).

Last column: Löwdin charge in e.
CARTESIAN COORDINATES (ANGSTROEM)
C: -0.732 -1.419 -0.930  -0.117
C: -0.889 0.326 0.609  -0.421
O: -1.483 -0.331 -0.435  -0.232
P: 0.683 1.388 0.236  0.465
P: 2.610 0.948 -0.479  -0.021
Br: 2.750 -0.919 0.732  -0.013
H: -0.358 -2.054 -0.114  0.082
H: 0.123 -1.059 -1.519  0.072
H: -1.406 -1.991 -1.569  0.092
H: -1.605 1.031 1.037  0.092
H: -0.540 -0.370 1.396  0.083
H: 0.191 2.463 -0.479  -0.046
H: 0.655 1.988 1.516  -0.035

The HOMO-LUMO gap comes out at 7.75 eV. The molar mass comes out at 188.93 g/mol. Its highest occupied orbital energy is -7.43 eV. Its SMILES is COC[PH2]=PBr.